21
Properties=species:S:1:pos:R:3:forces:R:3:mulliken_charge:R:1 method="wB97M-V/def2-TZVPD" gap_ha=0.3500 smiles=CCS.O.O.O.O total_energy_ev=-21326.6976 homo_energy_ev=-9.04
C -1.3408 2.0995 -0.7903 -0.35 0.19 -0.71 -1.28
C -1.1086 1.2877 0.4393 0.04 -0.46 0.78 0.02
S -2.4816 0.0939 0.6961 0.16 0.21 -0.08 -0.27
H -0.4943 2.7393 -1.0059 0.33 0.02 -0.08 0.33
H -2.2052 2.7649 -0.7141 -0.04 -0.20 0.18 0.37
H -1.5112 1.4422 -1.6441 0.10 0.08 -0.13 0.33
H -0.1867 0.7066 0.4277 0.00 0.19 -0.31 0.08
H -1.0523 1.9239 1.3176 -0.10 0.09 0.13 0.34
H -2.1628 -0.1377 1.9692 -0.08 -0.17 0.18 0.13
O 1.7781 0.2099 1.9742 -0.59 -1.00 0.60 -0.64
H 1.7998 1.1557 2.1119 0.36 0.10 -0.50 0.30
H 2.2963 -0.0682 1.2103 0.25 0.89 -0.18 0.33
O 0.9886 -1.0301 -2.0433 0.00 0.22 0.04 -0.66
H 0.9520 -1.3835 -2.9346 0.04 -0.17 0.05 0.26
H 1.0316 -1.7721 -1.4095 -0.12 -0.09 -0.20 0.39
O 2.9159 0.4125 -0.7516 0.05 -0.04 0.17 -0.64
H 3.3083 1.1920 -1.1500 -0.02 -0.01 -0.04 0.31
H 2.2775 0.0456 -1.3900 0.03 0.02 -0.05 0.38
O 0.6069 -2.7216 0.1423 -0.47 0.57 0.06 -0.73
H -0.3382 -2.8237 -0.0410 0.07 -0.28 -0.08 0.35
H 0.5802 -1.9005 0.6609 0.33 -0.16 0.18 0.33

---

21
Properties=species:S:1:pos:R:3:forces:R:3:mulliken_charge:R:1 method="wB97M-V/def2-TZVPD" gap_ha=0.3912 smiles=CO.CO.O.O.O total_energy_ev=-12534.4620 homo_energy_ev=-10.39
C -0.3689 0.4126 1.3166 -0.72 -0.40 2.53 -0.67
O -0.7503 0.7650 0.0323 -4.36 -2.63 0.09 -0.68
H 0.1600 1.2862 1.6975 0.20 -0.71 0.41 0.30
H -1.2608 0.2536 1.9228 -0.12 0.31 0.18 0.41
H 0.2259 -0.4933 1.4333 -0.37 0.53 -0.57 0.25
H -1.5833 0.3470 -0.1979 -0.34 0.24 0.06 0.29
C -0.7132 -1.4354 -1.8047 0.79 -0.16 0.00 -0.28
O -0.9039 -2.6773 -1.1204 -0.57 0.00 -0.68 -0.51
H -0.0744 -1.5076 -2.6849 0.52 -0.58 0.16 0.28
H -1.6136 -1.0514 -2.2844 -0.63 -0.11 0.69 0.30
H -0.2585 -0.6976 -1.1437 -0.61 -0.64 -0.77 -0.24
H -0.4865 -2.7081 -0.2564 0.23 0.43 -0.22 0.31
O 1.2241 0.8299 -0.6996 3.71 1.02 -1.63 -0.77
H 1.0610 -0.0983 -0.5317 0.10 0.28 -0.24 0.52
H 0.3524 1.2120 -0.8021 1.01 -0.13 -0.91 0.52
O -0.6954 2.9796 0.6088 0.06 2.29 0.56 -0.69
H -0.2147 3.0938 1.4286 0.01 0.55 0.05 0.28
H -0.3672 2.1546 0.2511 -0.43 0.99 -0.09 0.44
O 1.8721 -1.0883 0.6890 0.99 -1.42 0.26 -0.69
H 2.4343 -0.3330 0.5166 0.32 0.41 -0.12 0.33
H 1.9611 -1.2440 1.6293 0.19 -0.27 0.22 0.31

---

22
Properties=species:S:1:pos:R:3:forces:R:3:mulliken_charge:R:1 method="wB97M-V/def2-TZVPD" gap_ha=0.1683 total_charge=+1 total_energy_ev=-11426.1399 homo_energy_ev=-14.07
C 1.4505 0.6729 -1.4499 -3.58 2.16 -1.78 -0.05
N 0.3042 1.5234 -1.0877 2.78 -1.54 0.94 -0.22
C 0.8110 -0.4743 -2.2082 0.36 -0.36 -0.65 -0.42
N 1.9132 -1.2890 -2.7190 -1.86 -2.08 -0.79 -0.51
H 2.2993 1.1552 -1.9420 -0.42 0.16 -0.10 0.37
H 1.8479 0.2340 -0.5150 0.62 -1.59 2.03 -0.02
H -0.1374 1.2549 -0.1949 -0.59 0.41 -0.44 0.21
H 0.3882 2.5036 -1.2711 0.00 0.59 0.23 0.28
H 0.1540 -0.9750 -1.4853 -0.26 -0.28 -0.32 0.25
H 0.1425 -0.1503 -3.0406 0.82 0.19 0.63 0.39
H 2.1118 -1.3807 0.2882 -0.12 1.20 -0.70 0.22
H 1.5135 -2.1798 -3.1769 0.86 1.73 0.92 0.30
H 2.4194 -1.6162 -1.9152 1.02 -0.42 0.40 0.21
H -1.1700 -0.1111 1.4722 -0.22 0.50 0.49 0.35
H -2.1215 0.9076 2.1660 -0.06 0.17 0.08 0.34
O -1.3580 0.8370 1.5722 0.22 -0.25 -0.63 -0.65
H -3.8149 2.1153 3.9425 0.17 -1.17 -0.52 0.33
H -4.4304 0.7295 3.3663 2.44 1.69 0.68 0.34
O -3.5508 1.2432 3.5576 -2.52 -0.59 -0.28 -0.69
H 0.7008 -1.8503 2.2485 -1.18 0.40 0.10 0.41
H 0.5496 -1.6293 0.7364 -2.32 0.28 2.64 0.17
O -0.0227 -1.5207 1.6559 3.84 -1.20 -2.93 -0.61

---

23
Properties=species:S:1:pos:R:3:forces:R:3:mulliken_charge:R:1 method="wB97M-V/def2-TZVPD" gap_ha=0.4159 total_charge=+1 total_energy_ev=-13481.0431 homo_energy_ev=-14.17
C -1.5319 -2.1982 0.5520 0.14 0.51 1.00 -0.85
N 0.7325 0.6453 -0.2237 -2.06 -1.33 -0.39 -0.24
C -0.1033 -0.1502 0.5057 2.72 -0.84 0.19 0.30
N -1.0036 -0.9669 -0.0461 0.85 1.18 3.81 -0.10
H -2.6179 -2.3505 0.5525 0.19 0.75 -0.31 0.28
H -1.2118 -2.2086 1.6013 0.05 -0.41 -0.36 0.36
H -1.1017 -2.9717 -0.0505 0.32 -0.83 0.16 0.30
H 0.8270 0.7393 -1.2451 -1.01 -0.69 0.66 0.24
H 1.3120 1.2936 0.2200 0.86 0.77 1.51 0.24
H 0.3288 -0.2886 1.6292 -1.84 0.64 -2.51 0.28
H -1.0048 -0.9994 -0.9947 -0.17 0.41 -3.74 0.21
H -2.7751 -1.5592 -3.2663 1.40 0.93 -0.29 0.33
H -1.5551 -1.2843 -4.1870 0.04 -0.03 -0.36 0.31
O -1.9250 -1.0369 -3.3405 -1.47 -0.94 0.80 -0.64
H 1.4708 1.6195 3.1637 -0.40 1.08 0.89 0.31
H 2.6652 0.6185 3.2578 -0.59 0.39 -0.19 0.30
O 1.8925 0.9006 2.7356 0.87 -1.46 -0.81 -0.63
H 0.3107 5.4081 1.8769 -0.51 1.31 -0.78 0.31
H 1.0542 4.6365 2.8486 0.41 -0.25 0.54 0.31
O 0.4107 4.5183 2.1559 0.14 -1.11 0.24 -0.61
H 2.0541 -1.2091 -2.4431 -3.53 0.28 0.42 0.31
H 0.7787 -1.9849 -2.9360 0.14 1.82 1.19 0.30
O 0.9930 -1.1711 -2.3664 3.45 -2.18 -1.66 -0.63

---

23
Properties=species:S:1:pos:R:3:forces:R:3:mulliken_charge:R:1 method="wB97M-V/def2-TZVPD" gap_ha=0.3426 total_charge=+1 total_energy_ev=-13481.2062 homo_energy_ev=-12.11
C -1.7439 0.4418 1.2590 -0.13 -0.05 0.00 0.02
C -1.8997 0.1824 -0.0451 1.13 0.58 0.35 -0.52
N -0.6576 -0.2128 -0.7641 -0.34 0.91 0.46 -0.04
N -2.7059 0.7745 2.1577 0.30 -0.32 -0.50 -0.41
H -0.7471 0.3306 1.6795 0.00 0.11 0.00 0.31
H -2.7057 0.4439 -0.7086 -0.26 -0.24 0.17 0.38
H 0.1299 -0.3862 -0.1348 -0.51 -0.95 0.40 -0.01
H -0.9397 -1.0131 -1.3169 0.93 -0.21 -0.37 0.35
H -0.2266 0.5501 -1.2997 -0.64 -0.14 -0.81 0.48
H -3.6602 0.5687 1.9419 -0.28 0.41 0.10 0.21
H -2.4574 1.3495 2.9366 -0.20 -0.09 0.29 0.22
H 3.0407 -1.1350 0.1674 -0.21 -0.35 0.07 0.36
H 3.6044 -0.6544 1.4422 -0.27 0.08 0.47 0.29
O 2.7429 -0.8459 1.0435 0.78 -0.28 -0.65 -0.67
H 1.9593 2.2659 -0.3897 0.38 -0.19 -0.19 0.29
H 2.3564 0.7233 -0.2527 0.50 0.41 0.08 0.30
O 1.7094 1.3999 -0.0592 -1.16 0.17 0.07 -0.59
H -0.0808 1.6288 -3.8399 -0.45 0.09 0.40 0.31
H 0.7969 0.4761 -3.9833 -0.14 -0.43 0.46 0.30
O 0.0959 0.7911 -3.3878 0.58 0.37 -0.83 -0.62
H -0.2063 -2.9646 1.4434 0.45 -0.13 0.29 0.30
H 1.2541 -2.3240 1.2061 -0.20 -0.28 0.53 0.32
O 0.3409 -2.3908 0.9044 -0.24 0.56 -0.79 -0.60

---

23
Properties=species:S:1:pos:R:3:forces:R:3:mulliken_charge:R:1 method="wB97M-V/def2-TZVPD" gap_ha=0.3528 total_charge=+1 total_energy_ev=-13481.5009 homo_energy_ev=-12.44
C -1.9280 0.0739 1.2126 -1.15 0.26 0.09 0.11
C -2.0393 -0.2402 -0.0817 0.92 0.45 0.59 -0.63
N -0.7049 -0.2487 -0.7436 -1.46 -0.48 -0.97 -0.06
N -2.9944 0.2093 2.0700 -0.06 -0.65 0.41 -0.49
H -0.9712 0.3714 1.6247 0.03 -0.36 0.09 0.31
H -2.9569 -0.3102 -0.6392 0.19 -0.33 -0.27 0.30
H -0.3043 0.6875 -0.6883 0.84 -0.22 0.15 0.24
H -0.1698 -1.0406 -0.3828 0.64 0.59 0.26 0.35
H -0.6701 -0.4520 -1.7504 -0.31 0.10 0.05 0.42
H -3.8037 -0.3578 1.8517 -0.07 0.26 -0.33 0.27
H -2.7837 0.0325 3.0432 0.24 0.37 -0.02 0.27
H 1.8354 0.6059 2.2261 -0.02 0.03 0.03 0.28
H 1.1034 1.1283 0.9789 0.28 0.08 0.01 0.32
O 1.2439 0.3343 1.5153 -0.05 0.13 0.02 -0.60
H 1.0667 3.2004 -1.1681 0.06 0.00 -0.01 0.29
H 2.0586 2.0130 -1.1856 -0.01 0.11 -0.19 0.30
O 1.1362 2.2485 -1.0397 -0.21 -0.28 0.42 -0.62
H 1.8932 -0.8260 -1.9049 -0.11 -0.35 -0.16 0.30
H 1.3940 -0.9318 -3.3858 0.20 -0.03 0.05 0.29
O 1.1617 -0.6205 -2.5064 0.05 0.19 -0.12 -0.59
H 2.7182 -2.4748 0.2318 -0.05 -0.23 -0.34 0.31
H 1.7547 -1.4548 0.7714 0.06 0.09 -0.54 0.30
O 1.9603 -1.9476 -0.0492 0.02 0.29 0.79 -0.65

---

23
Properties=species:S:1:pos:R:3:forces:R:3:mulliken_charge:R:1 method="wB97M-V/def2-TZVPD" gap_ha=0.3402 total_charge=+1 total_energy_ev=-13479.1296 homo_energy_ev=-12.22
C 0.0956 1.3019 0.2728 -1.86 -0.11 0.84 -0.43
C 0.5729 0.8107 1.4363 2.04 -0.32 -1.79 -0.38
N 1.7594 0.1441 1.2604 0.94 0.25 4.18 -0.38
N -1.3750 1.5123 0.1428 0.42 5.07 -3.98 -0.33
H 0.6763 1.4824 -0.6054 0.12 -0.30 -0.33 0.37
H 0.1861 0.8921 2.4456 -0.38 -0.22 -0.21 0.49
H 2.5380 0.0861 1.9710 -1.76 0.25 -0.70 0.23
H 2.1898 0.0433 0.3973 0.34 -0.27 -2.13 0.25
H -1.7253 1.6567 -0.9335 1.29 -1.31 3.07 0.41
H -1.5830 2.5381 0.4252 -0.23 -2.35 0.49 0.42
H -1.9247 0.7688 0.5113 -1.12 -0.60 0.82 0.41
H 3.5208 -2.1337 0.2418 -1.62 -8.55 -0.35 0.23
H 4.5769 -1.0226 -0.1069 2.85 -0.21 -1.35 0.28
O 3.7895 -1.3322 0.2190 -1.03 8.73 1.61 -0.53
H -2.3905 -1.3154 2.3312 -2.12 -1.87 4.97 0.28
H -1.1373 -1.1210 1.5923 0.30 -0.26 -0.06 0.32
O -2.0898 -1.0235 1.5568 1.93 2.08 -4.97 -0.60
H 0.4582 -0.1945 -3.2445 -2.00 1.04 -0.33 0.29
H 1.3098 -1.2023 -3.9502 0.04 -0.88 -1.30 0.31
O 1.2545 -0.6562 -3.1949 1.93 -0.15 1.65 -0.59
H -4.1469 -0.1052 -1.4446 2.28 -0.25 1.55 0.32
H -3.2691 -0.9981 -0.4408 -0.13 0.33 -0.19 0.31
O -3.2858 -0.1318 -0.8830 -2.26 -0.10 -1.47 -0.65

---

23
Properties=species:S:1:pos:R:3:forces:R:3:mulliken_charge:R:1 method="wB97M-V/def2-TZVPD" gap_ha=0.3201 smiles="C=CN.O.O.O.O.O" total_energy_ev=-14044.0046 homo_energy_ev=-8.36
C -1.5113 2.5638 1.4456 0.80 0.43 -0.06 -1.09
C -1.4263 1.2342 1.4946 -1.65 1.45 -0.49 0.58
N -2.5358 0.4492 1.1802 2.59 -0.89 0.29 -0.45
H -2.3774 3.1014 1.0705 -0.08 -0.22 0.23 0.24
H -0.6673 3.1759 1.7298 0.08 -0.01 -0.10 0.24
H -0.4904 0.7656 1.7656 -0.24 -0.31 0.16 0.09
H -3.4035 0.8611 0.9083 -0.22 -0.19 0.33 0.18
H -2.3812 -0.4701 1.5580 -1.26 -0.24 -0.38 0.23
O 2.7509 0.6349 -1.2504 0.75 -0.49 0.56 -0.66
H 2.7356 0.5506 -0.2678 -0.39 0.23 -0.69 0.39
H 3.6959 0.4806 -1.4073 -0.38 0.04 -0.44 0.31
O 2.2690 1.3127 1.2120 -0.55 0.96 0.13 -0.68
H 2.8588 1.5337 1.9332 0.19 -0.09 0.31 0.30
H 1.9912 2.1858 0.8601 0.15 -0.78 0.14 0.35
O 0.6364 -2.0888 -2.0890 0.53 0.55 0.26 -0.62
H 1.0943 -1.3044 -1.7519 0.31 -0.19 0.08 0.33
H 0.1402 -1.6958 -2.8102 -0.50 -0.32 -0.07 0.30
O -2.1637 -1.7008 -2.5535 -0.19 0.25 -0.38 -0.65
H -2.3891 -1.2612 -3.3796 -0.06 -0.17 -0.19 0.32
H -2.4701 -1.0642 -1.9042 0.07 0.02 0.43 0.32
O 0.9376 -1.8575 1.4337 0.44 -1.00 0.57 -0.63
H 0.6199 -0.9664 1.3758 -0.17 0.47 -0.61 0.29
H 0.8489 -2.3266 0.5955 -0.24 0.51 -0.10 0.32

---

23
Properties=species:S:1:pos:R:3:forces:R:3:mulliken_charge:R:1 method="wB97M-V/def2-TZVPD" gap_ha=0.1527 total_energy_ev=-14037.3745 homo_energy_ev=-9.49
C -0.9221 0.0594 -2.0681 0.16 0.90 0.28 -1.20
C -0.0944 -0.5115 -0.9080 -2.31 -2.36 -2.41 -0.12
N -0.9223 -1.1794 0.0118 2.80 2.60 1.21 -0.12
H -0.3035 0.6416 -2.7585 0.00 -0.23 0.21 0.34
H -1.6788 0.7202 -1.6701 -0.20 0.07 -0.17 0.34
H -1.4082 -0.7528 -2.5985 0.07 -0.23 -0.08 0.37
H 0.4969 0.3377 -0.4270 0.67 0.58 0.68 0.24
H 0.6478 -1.1951 -1.3590 0.39 0.16 1.08 0.50
H 2.1565 -3.1528 1.0295 0.06 0.00 0.06 0.28
H -0.3358 -1.5879 0.7567 0.13 -1.00 -0.34 0.39
O 1.5613 -2.4836 0.6912 -0.32 0.08 -0.05 -0.71
H -1.5983 -0.5061 0.4718 -1.74 0.43 -0.43 0.33
H -3.2430 1.2569 0.9516 0.24 -0.38 0.17 0.17
O -2.4622 0.9614 0.4601 0.14 -0.38 -0.08 -0.75
H 1.3672 0.2310 1.3984 0.39 0.29 0.42 0.40
H 0.7447 0.8176 2.7457 0.26 0.03 0.20 0.27
O 0.5331 0.4866 1.8768 -0.77 -0.38 -0.28 -0.62
H -0.5944 3.3022 0.1033 0.20 0.02 0.11 0.29
H -1.3678 1.9270 0.1209 0.18 0.02 0.14 0.40
O -0.6084 2.4331 -0.3059 -0.06 -0.06 -0.40 -0.57
H 2.0661 -1.6001 0.6104 0.12 -0.42 -0.07 0.39
H 3.4515 -0.0072 0.4636 0.15 0.26 -0.16 0.15
O 2.5142 -0.1979 0.4035 -0.55 0.01 -0.10 -0.79

---

32
Properties=species:S:1:pos:R:3:forces:R:3:mulliken_charge:R:1 method="wB97M-V/def2-TZVPD" multiplicity=2 gap_ha="0.1251 / 0.1375" total_charge=-1 total_energy_ev=-56670.2381 homo_energy_ev="-1.84 / -2.19"
O 0.7266 -0.6699 0.1938 0.42 2.05 2.10 -0.20
V 0.0684 0.6305 0.9586 -2.67 0.30 -1.51 0.70
C -2.8297 -0.1446 -0.1027 -2.98 6.14 2.60 0.55
O -3.7168 0.7182 0.1927 1.17 -3.91 -1.76 -0.62
O -3.1260 -1.1970 -0.8994 2.52 -1.37 0.04 -0.54
O -1.6457 0.0116 0.3354 0.11 -1.83 -0.80 -0.32
H -4.0197 -1.2042 -1.1706 -1.54 0.64 -0.09 0.29
C -1.8982 2.7706 1.4641 -7.52 -4.38 -7.43 0.56
O -2.1297 2.8393 0.1707 3.08 4.00 -0.87 -0.69
O -2.9841 2.3919 1.9552 0.03 1.70 5.89 -0.62
O -0.8071 2.1650 1.7077 6.05 -1.32 2.45 -0.42
O -0.8961 -2.0652 -2.2765 -0.89 0.33 -0.46 -0.74
H -1.6695 -1.8214 -1.7390 -0.18 0.23 -0.23 0.45
H -0.4139 -2.6169 -1.6798 1.00 -0.71 0.69 0.34
O 0.5644 1.6785 -0.7839 0.80 2.76 0.26 -0.41
H 0.7908 2.6503 -0.8853 -1.10 -1.66 0.56 0.25
H 0.8910 1.2555 -1.5849 -0.11 -1.03 -0.51 0.34
O 1.7855 1.2948 1.9131 1.31 1.14 0.72 -0.29
H 2.5431 0.7391 2.0720 0.22 -0.79 -0.18 0.26
H 2.1960 2.1774 1.9528 -0.94 -0.10 -0.26 0.27
O 1.3319 -2.6912 -0.6807 0.79 -2.80 -0.55 -0.77
H 1.9971 -2.5401 -1.3283 0.96 -0.74 -1.32 0.32
H 1.2676 -1.7755 -0.4014 -1.26 1.20 1.06 0.25
O 0.8751 -0.1526 -2.7508 0.50 1.62 -0.93 -0.77
H 0.2663 -0.7359 -2.2981 -0.89 -0.91 0.25 0.37
H 1.7515 -0.4618 -2.5762 0.66 -0.36 0.31 0.28
O 3.2507 -0.2496 -0.4310 0.65 0.16 -0.07 -0.57
H 3.8762 -0.7861 -0.9114 0.61 -0.03 -0.42 0.28
H 2.9596 -0.8731 0.2349 -0.73 -0.06 0.26 0.28
O -0.3586 -0.3490 2.7531 -0.05 -0.42 1.22 -0.39
H 0.2364 -1.0244 3.1070 -0.32 0.13 -0.12 0.27
H -0.8830 0.0359 3.4887 0.30 0.01 -0.92 0.32

---

Computed ΔE to the lowest compared entry with this formula, charge and spin (kJ/mol) in order:
30.47, 453.04, 814.78, 139.21, 123.48, 95.04, 323.84, 137.62, 777.32, 391.56